Entry 1:
DFT (ωB97M-V with the def2-TZVPD basis set) results for a structure of composition C21H45N2OP3SSc in a non-equilibrium geometry.

```
! RIJCOSX wB97M-V def2-TZVPD def2/J DEFGRID3
* xyz 3 1
Sc 0.43 -0.22 0.13
P -1.46 -1.89 -0.74
P 2.11 -1.91 1.15
P 1.08 -0.34 -2.48
H -1.71 4.13 0.01
C -2.00 3.99 -1.03
C -2.97 3.12 -1.39
H -3.51 2.52 -0.65
C -2.85 -2.18 0.40
C -0.95 -3.62 -1.05
C -2.44 -1.50 -2.25
C 3.43 -1.13 2.15
C 1.40 -3.06 2.38
C 3.10 -3.03 0.09
C 0.07 0.80 -3.51
C 1.10 -1.84 -3.55
C 2.76 0.28 -2.87
H -1.47 4.59 -1.77
H -3.25 2.96 -2.44
H -3.53 -1.31 0.39
H -2.49 -2.33 1.43
H -3.41 -3.07 0.08
H -0.43 -4.02 -0.17
H -0.28 -3.69 -1.92
H -1.86 -4.23 -1.23
H -2.84 -0.49 -2.16
H -3.27 -2.21 -2.33
H -1.83 -1.56 -3.16
H 3.93 -1.96 2.67
H 3.02 -0.43 2.89
H 4.18 -0.61 1.53
H 2.21 -3.47 3.00
H 0.87 -3.87 1.87
H 0.69 -2.51 3.02
H 3.90 -3.48 0.71
H 3.54 -2.47 -0.74
H 2.46 -3.82 -0.31
H 0.65 1.13 -4.38
H -0.21 1.68 -2.92
H -0.85 0.31 -3.85
H 1.63 -1.60 -4.48
H 0.10 -2.19 -3.79
H 1.65 -2.65 -3.03
H 2.96 0.14 -3.94
H 3.51 -0.28 -2.29
H 2.85 1.34 -2.62
C 2.73 2.22 0.24
C 3.88 2.24 1.02
C 4.94 3.04 0.58
C 4.77 3.83 -0.56
C 3.55 3.87 -1.24
C 2.47 3.10 -0.80
O 1.87 1.11 0.35
H 2.29 0.33 0.91
H 3.95 1.62 1.92
H 5.87 3.06 1.14
H 5.61 4.43 -0.93
H 3.43 4.50 -2.13
H 1.49 3.09 -1.27
S -0.55 0.67 2.27
C -2.28 0.63 2.58
N -3.05 1.67 2.25
C -4.50 1.75 2.48
C -4.94 0.76 3.54
C -4.29 -0.59 3.38
N -2.84 -0.42 3.22
H -2.58 2.40 1.72
H -5.02 1.56 1.52
H -4.73 2.78 2.78
H -6.03 0.65 3.49
H -4.70 1.16 4.52
H -4.69 -1.12 2.50
H -4.45 -1.22 4.26
H -2.21 -1.20 3.40
*
```

Output
Kohn-Sham gap = 7.14 eV
ΔE to the lowest compared entry with this formula, charge and spin = 0.000 eV

Mulliken population analysis, charges in e, atoms 1 to 6: -0.60, 1.01, 1.49, 0.99, 0.24, -0.55

=====

Entry 2:
DFT (ωB97M-V with the def2-TZVPD basis set) results for a cluster of 7 separate species, C21H45O10P in total in a non-equilibrium geometry.

```
! RIJCOSX wB97M-V def2-TZVPD def2/J DEFGRID3
* xyz 0 1
C 0.55 3.79 -1.45
O 0.08 4.03 -0.04
P 0.97 3.54 1.18
O 1.68 2.24 0.84
O 2.07 4.63 1.36
C 3.16 4.37 2.24
O 0.27 3.45 2.50
C 0.06 2.16 3.11
H -0.50 3.30 -1.75
H 1.39 3.25 -1.58
H 0.81 4.56 -1.97
H 3.72 3.59 1.73
H 2.84 4.24 3.27
H 3.90 5.29 2.28
H 0.98 1.81 3.43
H -0.68 1.34 2.78
H -0.19 2.36 4.06
C -0.80 -2.37 -2.48
C -0.69 -0.83 -2.47
C -1.14 -0.10 -1.18
O -0.05 -0.16 -3.33
H -1.61 -2.59 -2.96
H -0.59 -2.88 -1.70
H -0.01 -2.66 -3.27
H -0.23 0.40 -0.58
H -1.74 -0.57 -0.70
H -1.52 0.81 -1.45
C 3.93 -4.65 -1.42
C 2.57 -5.22 -0.88
C 2.65 -6.20 0.17
O 1.52 -4.75 -1.40
H 4.58 -5.47 -1.52
H 4.28 -3.86 -0.82
H 3.68 -4.24 -2.30
H 3.36 -5.95 0.97
H 2.96 -7.09 -0.10
H 1.55 -6.07 0.39
C -3.32 3.59 -0.80
C -3.32 3.20 0.70
C -3.29 4.43 1.67
O -3.19 1.95 0.96
H -4.25 3.73 -1.09
H -3.07 2.62 -1.45
H -2.82 4.51 -0.99
H -2.39 5.00 1.17
H -2.92 4.01 2.62
H -4.28 4.80 1.66
C -5.17 -0.25 -2.22
C -4.62 -1.25 -1.24
C -4.96 -1.07 0.29
O -3.98 -2.21 -1.64
H -6.34 0.01 -2.05
H -5.40 -0.49 -3.23
H -4.48 0.66 -2.12
H -4.91 -2.00 0.77
H -6.11 -0.89 0.33
H -4.28 -0.29 0.61
C 4.80 1.39 -0.45
C 4.21 0.02 -0.09
C 2.87 -0.40 -0.68
O 4.81 -0.74 0.75
H 4.31 2.24 0.23
H 4.71 1.60 -1.58
H 5.85 1.27 -0.24
H 2.93 -0.01 -1.72
H 2.03 -0.29 0.02
H 2.84 -1.50 -0.78
C -1.19 -3.25 1.23
C -0.11 -2.08 1.72
C 1.34 -2.60 1.81
O -0.58 -0.97 2.02
H -1.94 -2.52 0.72
H -1.51 -3.80 2.13
H -0.84 -3.83 0.36
H 1.92 -1.75 1.90
H 1.54 -3.15 0.89
H 1.28 -3.24 2.78
*
```

Output
Kohn-Sham gap = 9.68 eV
SMILES string = COP(=O)(OC)OC.CC(C)=O.CC(C)=O.CC(C)=O.CC(C)=O.CC(C)=O.CC(C)=O
ΔE to the lowest compared entry with this formula, charge and spin = 0.000 eV

Mulliken population analysis, charges in e, atoms 1 to 6: -0.67, -0.30, 0.46, 0.14, -0.36, -0.28

=====

Entry 3:
DFT (ωB97M-V with the def2-TZVPD basis set) results for a cluster of 6 separate species, C21H46FN5O8 in total in a non-equilibrium geometry.

```
! RIJCOSX wB97M-V def2-TZVPD def2/J DEFGRID3
* xyz 0 1
C -2.10 -0.71 0.80
C -1.00 -0.18 -0.10
C -0.32 -1.26 -0.86
C 0.29 -0.77 -2.15
C 0.81 0.62 -2.17
O 1.23 -1.71 -2.73
C 2.35 -1.88 -2.14
O 3.13 -2.63 -2.47
O 2.64 -0.98 -1.10
F 3.67 -0.16 -1.53
H -2.66 0.11 1.17
H -2.73 -1.34 0.24
H -1.68 -1.26 1.59
H -1.43 0.54 -0.73
H -0.30 0.31 0.53
H 0.37 -1.75 -0.20
H -1.05 -1.97 -1.13
H -0.53 -0.75 -2.81
H 0.04 1.31 -1.99
H 1.63 0.79 -1.52
H 1.12 0.80 -3.17
C -3.53 5.36 -2.24
N -2.91 4.09 -1.90
C -3.68 2.87 -2.03
C -1.65 4.01 -1.47
O -1.09 2.97 -1.17
H -4.41 5.52 -1.61
H -3.85 5.34 -3.29
H -2.83 6.17 -2.10
H -3.74 2.37 -1.06
H -3.18 2.19 -2.73
H -4.68 3.09 -2.38
H -1.14 4.99 -1.41
C -7.84 -0.43 -0.51
N -7.34 0.93 -0.51
C -7.25 1.65 0.75
C -6.95 1.54 -1.63
O -6.52 2.68 -1.68
H -8.86 -0.45 -0.12
H -7.21 -1.07 0.12
H -7.84 -0.83 -1.52
H -7.86 2.56 0.70
H -6.22 1.95 0.94
H -7.60 1.02 1.56
H -7.05 0.91 -2.53
C 5.16 -1.69 0.72
N 5.65 -2.99 1.13
C 6.18 -3.17 2.47
C 5.63 -4.05 0.30
O 6.02 -5.16 0.61
H 5.96 -0.95 0.79
H 4.34 -1.38 1.38
H 4.80 -1.73 -0.30
H 7.21 -3.50 2.42
H 5.60 -3.93 3.00
H 6.13 -2.23 3.01
H 5.20 -3.82 -0.69
C -0.48 -5.46 3.50
N 0.13 -4.39 2.73
C 1.07 -4.74 1.67
C -0.15 -3.10 2.96
O 0.30 -2.14 2.36
H 0.29 -6.04 4.01
H -1.04 -6.12 2.84
H -1.15 -5.04 4.24
H 2.03 -4.28 1.87
H 0.71 -4.37 0.71
H 1.18 -5.82 1.62
H -0.90 -2.98 3.77
C 3.59 2.36 0.33
N 4.40 3.56 0.40
C 4.46 4.44 -0.76
C 5.09 3.90 1.49
O 5.78 4.90 1.59
H 3.94 1.72 -0.47
H 2.55 2.62 0.14
H 3.65 1.81 1.27
H 5.49 4.53 -1.10
H 4.10 5.43 -0.50
H 3.84 4.03 -1.56
H 4.98 3.17 2.31
*
```

Output
Kohn-Sham gap = 9.22 eV
SMILES string = CCC[C@@H](C)OC(=O)OF.CN(C)C=O.CN(C)C=O.CN(C)C=O.CN(C)C=O.CN(C)C=O

Mulliken population analysis, charges in e, atoms 1 to 6: -1.79, 0.26, -0.32, 0.30, -0.91, -0.45

=====

In the order shown, the computed E_LUMO values come out to -0.358 0.023 0.009 hartree.
In the order shown, the computed HOMO level values come out to -16.9 -9.0 -9.0 eV.
In the order shown, the computed calculated total energy values come out to -86914.16225 -52262.88631 -49066.71497 eV.